(1)
Here is a cluster of 4 separate species, CH11N2O3 in total from the Open Molecules 2025 dataset. Energies are from ωB97M-V/def2-TZVPD.

## Properties
LUMO level = -2.88 eV
orbital gap = 0.432 hartree
HOMO level = -14.63 eV
charge = +1
molecular weight = 99.11 g/mol

CARTESIAN COORDINATES (ANGSTROEM)
N -0.74963 -0.34191 -0.60804
C -0.13979 0.37739 -1.51635
N 0.29370 1.60285 -1.28499
H -0.96244 0.11005 0.26962
H -1.18972 -1.24816 -0.85666
H 0.10509 -0.01468 -2.49384
H 0.36432 2.22740 -2.07147
H 0.24670 1.90986 -0.25342
H -0.78549 -3.30239 -0.20899
H -2.13634 -3.53994 -1.07764
O -1.50876 -2.92211 -0.69769
H 0.61724 2.65513 1.90484
H 0.65124 1.15019 1.69147
O 0.33735 1.98694 1.28146
H 1.35480 -1.18429 2.31434
H 2.52238 -0.27547 2.29335
O 1.56867 -0.27007 2.06476

=====

(2)
Here is an isolated molecule of C5H11NO from the Open Molecules 2025 dataset. Energies are from ωB97M-V/def2-TZVPD.

## Properties
LUMO level = 1.17 eV
orbital gap = 0.361 hartree
structure (SMILES) = C[C@H]1OCCN1C
HOMO level = -8.65 eV
molecular weight = 101.15 g/mol

CARTESIAN COORDINATES (ANGSTROEM)
C -0.52984 -1.99211 -0.56517
C 0.12173 -0.63038 -0.50774
O 0.30041 0.04596 -1.73430
C 0.95207 1.21716 -1.25126
C 0.11904 1.60573 -0.01596
N -0.58125 0.35497 0.30139
C -0.64723 0.02293 1.70553
H -0.07655 -2.59428 -1.35592
H -1.61267 -1.95031 -0.69833
H -0.31501 -2.49502 0.38564
H 1.14024 -0.78957 -0.08968
H 1.01923 2.01805 -1.98669
H 1.97609 0.91685 -1.00140
H -0.59616 2.38944 -0.28239
H 0.73285 1.96745 0.82231
H -1.05270 0.86737 2.26920
H -1.32017 -0.82807 1.85809
H 0.34124 -0.23456 2.13212

=====

(3)
Here is a structure of composition C55H47N6OPSSeZn from the Open Molecules 2025 dataset. Energies are from ωB97M-V/def2-TZVPD.

## Properties
LUMO level = 0.08 eV
orbital gap = 0.204 hartree
HOMO level = -5.46 eV
molecular weight = 1015.41 g/mol

CARTESIAN COORDINATES (ANGSTROEM)
Zn 0.24841 -1.80508 -0.10317
C 0.49570 3.62326 -2.21961
N -0.03851 2.27288 -2.20754
C 0.38974 1.31168 -1.35972
N -0.24492 0.17627 -1.61367
C -1.11488 0.39677 -2.63856
C -0.99356 1.71588 -3.05523
C -1.53189 2.47141 -4.21655
C -1.91338 3.80182 -4.19148
C -2.31743 4.35765 -5.38932
C -2.44332 3.63228 -6.55520
C -1.96454 2.33391 -6.60250
C -1.47455 1.78510 -5.43120
C -1.87041 -0.68381 -3.18480
C -3.15734 -0.45151 -3.54882
C -3.75836 -1.38258 -4.40091
C -3.14720 -2.57364 -4.75952
C -1.88881 -2.80832 -4.22166
C -1.19512 -1.83094 -3.58175
P 1.53427 1.57833 -0.00165
C 0.58372 1.07908 1.41438
N 0.03376 -0.05746 1.68575
C -0.62620 0.09317 2.87984
C -0.49056 1.37353 3.27999
N 0.26510 2.04646 2.36399
C 0.48818 3.46348 2.35995
C -0.85567 2.08842 4.56024
C 0.17493 2.53000 5.37964
C -0.16098 3.32034 6.47321
C -1.47273 3.66465 6.75959
C -2.46373 3.24360 5.88787
C -2.16808 2.50043 4.73068
C -1.28863 -1.10492 3.54754
C -1.06459 -2.39404 3.19684
C -1.81106 -3.46155 3.78462
C -2.71256 -3.16030 4.77052
C -2.89754 -1.81563 5.21558
C -2.19629 -0.80879 4.59768
C 2.54686 0.10518 -0.25893
N 2.08481 -1.11077 -0.36162
C 3.19310 -1.93914 -0.53750
C 4.29171 -1.15010 -0.65204
N 3.88882 0.15004 -0.38991
C 4.76274 1.32558 -0.62089
C 5.72104 -1.60971 -0.80567
C 5.94151 -2.73326 -1.64695
C 7.22050 -3.39775 -1.60519
C 8.20932 -2.89270 -0.82393
C 7.99295 -1.85582 0.05442
C 6.79296 -1.14854 0.03894
C 3.09352 -3.37824 -0.59271
C 2.33967 -4.14472 -1.46161
C 2.46080 -5.51599 -1.52212
C 3.16554 -6.15609 -0.56475
C 3.87967 -5.44172 0.36815
C 3.85883 -4.03105 0.37090
H 1.37406 3.58590 -1.67011
H -0.07546 4.30355 -1.63830
H 0.65271 3.99232 -3.23890
H -1.91513 4.47133 -3.38968
H -2.49441 5.44896 -5.31065
H -2.73106 4.06356 -7.51355
H -1.89171 1.74259 -7.51185
H -1.10690 0.75675 -5.38976
H -3.70407 0.41763 -3.23441
H -4.75686 -1.15920 -4.80838
H -3.64422 -3.32247 -5.29827
H -1.40674 -3.73967 -4.36453
H -0.19004 -1.95916 -3.28294
H 0.37862 3.87531 1.30099
H 1.38223 3.72319 2.80608
H -0.31552 4.00970 2.94275
H 1.20412 2.18393 5.12701
H 0.56650 3.83104 7.12307
H -1.69236 4.28571 7.61544
H -3.49722 3.66039 5.98919
H -2.97374 2.26593 4.01679
H -0.37876 -2.65320 2.33103
H -1.62554 -4.47672 3.46496
H -3.31353 -3.98044 5.19862
H -3.63846 -1.56353 5.95577
H -2.44052 0.18794 4.94224
H 4.27063 2.07802 0.00768
H 4.72631 1.70279 -1.63912
H 5.75823 1.02270 -0.33774
H 5.11147 -3.21498 -2.11204
H 7.33245 -4.28344 -2.17306
H 9.17468 -3.45449 -0.64748
H 8.69015 -1.54663 0.88080
H 6.86017 -0.17120 0.62012
H 1.63246 -3.63047 -2.16490
H 1.94665 -6.04212 -2.29786
H 3.29279 -7.21015 -0.52468
H 4.53652 -5.97366 1.07883
H 4.50418 -3.51566 1.07683
Se -0.96047 -3.74891 -0.38501
C -3.87039 3.11406 -0.92794
S -2.58030 2.73612 0.23385
O -2.56508 3.88549 1.24038
C -3.33659 1.27617 0.90644
C -2.87947 -0.01578 0.48387
C -3.52775 -1.18164 0.98859
C -4.47072 -1.07534 2.00515
C -4.89699 0.21855 2.34289
C -4.31781 1.36926 1.88785
H -4.76942 3.22143 -0.31977
H -3.79689 2.33577 -1.68822
H -3.64838 4.06018 -1.32783
H -2.06043 -0.05218 -0.20190
H -3.15000 -2.21744 0.65871
H -4.92942 -1.96057 2.46222
H -5.70265 0.26934 3.05367
H -4.53531 2.45645 2.06349

=====

> The highest HOMO level belongs to which entry?

C55H47N6OPSSeZn

=====

> Look up the orbital gap of the second one.

0.361 hartree

=====

> Which value of HOMO level does entry 2 give?

-8.65 eV